Entry 1:
The following is a quantum chemistry calculation of 2 unconnected molecules or ions with the total composition C33H36BF3O2S at a distorted geometry, from the Open Molecules 2025 dataset.

Last column: Mulliken charge in e.
Atoms and positions in Å:
C: -4.455 6.561 2.761  -1.229
C: -3.947 5.257 3.249  0.557
C: -3.831 4.846 4.560  -0.719
C: -3.195 3.565 4.713  -0.950
C: -2.824 3.025 3.503  0.225
B: -2.119 1.562 3.282  1.822
C: -0.484 1.856 3.260  0.290
C: 0.311 1.533 4.349  -0.094
C: 1.695 1.754 4.290  -0.964
C: 2.249 2.299 3.141  0.394
C: 3.739 2.500 3.040  0.782
F: 4.277 1.779 2.008  -0.273
F: 4.051 3.813 2.812  -0.266
F: 4.396 2.123 4.173  -0.296
C: 1.454 2.665 2.064  -1.138
C: 0.074 2.439 2.133  -0.860
O: -2.565 0.835 4.440  -0.768
C: -3.064 -0.367 3.899  1.661
C: -1.913 -1.330 3.775  -1.431
C: -4.119 -0.950 4.817  -2.105
C: -3.575 0.082 2.418  1.813
C: -3.564 -0.983 1.329  -1.669
C: -4.949 0.736 2.516  -2.100
O: -2.601 1.046 2.043  -0.800
S: -3.345 4.009 2.169  -0.251
H: -4.845 7.123 3.615  0.336
H: -3.646 7.135 2.296  0.253
H: -5.253 6.414 2.026  0.282
H: -4.179 5.456 5.391  0.293
H: -3.018 3.110 5.684  0.483
H: -0.125 1.120 5.259  0.446
H: 2.315 1.492 5.138  0.506
H: 1.884 3.113 1.175  0.393
H: -0.566 2.735 1.302  0.378
H: -2.257 -2.323 3.475  0.351
H: -1.207 -0.959 3.022  -0.066
H: -1.358 -1.421 4.715  0.414
H: -4.507 -1.885 4.400  0.287
H: -3.673 -1.174 5.790  0.441
H: -4.944 -0.250 4.965  0.442
H: -4.177 -1.847 1.606  0.242
H: -3.971 -0.548 0.409  0.525
H: -2.545 -1.315 1.109  0.170
H: -5.713 -0.026 2.716  0.418
H: -4.978 1.492 3.310  0.322
H: -5.192 1.226 1.568  0.418
C: 1.730 -4.186 7.823  -1.470
C: 1.406 -3.866 6.398  1.272
C: 1.994 -2.750 5.782  -0.784
C: 1.640 -2.376 4.498  -0.446
C: 0.693 -3.144 3.750  0.890
C: 0.174 -2.636 2.525  -1.008
C: -0.580 -3.440 1.598  0.955
C: -0.251 -3.440 0.215  -0.573
C: -1.066 -4.074 -0.709  -0.784
C: -2.250 -4.711 -0.309  1.213
C: -3.185 -5.298 -1.322  -1.548
C: -2.538 -4.805 1.056  -1.292
C: -1.723 -4.193 1.996  -0.214
C: 0.269 -4.381 4.327  -0.327
C: 0.562 -4.691 5.644  -1.149
H: 1.134 -5.029 8.186  0.366
H: 2.790 -4.452 7.926  0.345
H: 1.553 -3.325 8.479  0.359
H: 2.719 -2.164 6.352  0.442
H: 2.080 -1.487 4.039  0.478
H: 0.549 -1.671 2.178  0.502
H: 0.670 -2.942 -0.094  0.472
H: -0.804 -4.067 -1.770  0.417
H: -4.034 -5.777 -0.823  0.355
H: -3.578 -4.539 -2.011  0.336
H: -2.677 -6.056 -1.931  0.376
H: -3.429 -5.350 1.376  0.297
H: -1.995 -4.279 3.052  0.532
H: -0.318 -5.085 3.739  0.677
H: 0.135 -5.584 6.105  0.346

Computed properties:
* energy above the lowest of the compared OMol25 structures with the same formula, charge and spin: 79.12 kcal per mole
* LUMO level: -3.36 eV
* largest force on an atom: 0.0804 Eh/bohr
* highest occupied orbital energy: -6.362 eV
* Kohn-Sham gap: 3.0 eV
* net charge: 0

---

Entry 2:
The following is a quantum chemistry calculation of C7H15N in the gas phase at a distorted geometry, from the Open Molecules 2025 dataset.

Last column: Mulliken charge in e.
Atoms and positions in Å:
C: -2.029 -0.088 2.580  -1.056
C: -1.279 0.777 1.595  -0.259
C: 0.035 0.026 1.195  -0.676
N: 0.261 -0.624 -0.061  0.019
C: -0.560 -0.230 -1.191  -0.632
C: 0.389 0.715 -2.130  -0.638
C: 1.816 0.101 -1.800  -0.438
C: 1.615 -0.696 -0.441  -0.887
H: -1.370 -0.834 3.133  0.264
H: -2.789 0.567 3.141  0.289
H: -2.627 -0.842 1.976  0.281
H: -1.851 0.792 0.644  0.097
H: -1.109 1.764 1.759  0.532
H: 0.923 0.821 1.324  0.230
H: 0.262 -0.766 1.929  0.338
H: -1.543 0.310 -1.004  0.329
H: -0.910 -1.240 -1.600  0.282
H: 0.159 1.759 -2.011  0.341
H: 0.200 0.418 -3.158  0.271
H: 2.580 0.836 -1.564  0.274
H: 2.098 -0.564 -2.620  0.294
H: 2.454 -0.527 0.324  0.398
H: 1.775 -1.762 -0.695  0.346

Computed properties:
* energy above the lowest of the compared OMol25 structures with the same formula, charge and spin: 59.62 kcal per mole
* LUMO level: 1.10 eV
* largest force on an atom: 0.1036 Eh/bohr
* highest occupied orbital energy: -7.809 eV
* SMILES: CCCN1CCCC1
* Kohn-Sham gap: 8.9 eV
* net charge: 0